Entry 1:
The following is a DFT calculation (ωB97M-V/def2-TZVPD) of a cluster of 2 separate species, C10H10BrN2O in total.

For the lowest unoccupied orbital energy, the calculation gives -3.46 eV. The HOMO-LUMO gap comes out at 0.316 Eh. Its HOMO energy is -12.062 eV. As for the strongest force on any atom: 4.1 eV Å⁻¹. The net charge is +1.

XYZ file:
```
24
C10H10BrN2O ωB97M-V/def2-TZVPD
C 1.0478 -1.6048 -0.8207
C 2.4131 -1.3177 -0.9021
C 2.0586 0.3882 0.7532
C 0.1767 -0.9454 -0.0058
C 0.7542 0.0120 0.8600
C 2.9127 -0.3227 -0.1225
C -1.4126 0.6284 1.6813
C -0.9918 2.8119 -1.5454
C -2.1087 -2.0997 -0.4249
C -1.2631 -1.2094 0.1094
N -0.1153 0.7811 1.7400
N -1.9459 -0.3327 0.9930
O -0.8980 2.1281 -0.5543
Br 4.7241 0.1814 -0.0727
H 0.5735 -2.4528 -1.4954
H 3.2215 -1.7380 -1.4254
H 2.2260 1.2307 1.4609
H -1.8279 1.4400 2.2658
H -1.9010 2.9870 -2.1289
H 0.0270 3.1038 -2.2132
H -1.8136 -2.7745 -1.2257
H -3.0839 -2.2754 -0.1481
H 0.1573 1.6987 2.0675
H -2.9309 -0.3182 1.1538
```

Atomic partial charges in e from the natural (NBO) method, atoms 1 to 5: -0.11 -0.25 -0.24 -0.13 0.17

Entry 2:
The following is a DFT calculation (ωB97M-V/def2-TZVPD) of a structure of composition C7H8NO5.

For the lowest unoccupied orbital energy, the calculation gives 3.73 eV. The HOMO-LUMO gap comes out at 0.317 Eh. Its HOMO energy is -4.891 eV. As for the strongest force on any atom: 4.5 eV Å⁻¹. The net charge is -1.

XYZ file:
```
21
C7H8NO5 ωB97M-V/def2-TZVPD
C 1.8155 -1.3360 1.7170
C 1.6923 -0.6406 -0.6472
C -0.7009 -0.9491 -0.4855
C -0.3325 1.5627 -1.1813
C -1.6413 0.8148 2.1786
C 1.1136 0.2789 0.3542
C -0.3005 0.5543 -0.0496
N 1.2261 -0.1841 1.6566
O 2.0769 -1.9083 0.5876
O -1.8751 -1.3487 -0.5251
O 2.3509 -0.7898 -1.6076
O 0.3259 -1.5355 -0.9376
O -1.0959 1.2864 0.9675
H 2.2004 -1.7901 2.6138
H -0.0533 2.5999 -1.0540
H -1.3510 1.4528 -1.4495
H 0.3709 1.2504 -1.9750
H -2.5373 1.3341 2.4226
H -1.0039 0.8495 3.0020
H -2.0404 -0.2552 2.1628
H 1.5206 1.3580 0.2551
```

Atomic partial charges in e from the natural (NBO) method, atoms 1 to 5: 0.42 0.83 0.76 -0.63 -0.23

Entry 3:
The following is a DFT calculation (ωB97M-V/def2-TZVPD) of a cluster of 2 separate species, CH4O3 in total.

As for the SMILES: O=CO.O. For the lowest unoccupied orbital energy, the calculation gives 0.78 eV. The HOMO-LUMO gap comes out at 0.433 Eh. Its HOMO energy is -11.000 eV. As for the strongest force on any atom: 2.4 eV Å⁻¹. The net charge is 0.

XYZ file:
```
8
CH4O3 ωB97M-V/def2-TZVPD
O 1.1007 0.4625 -0.6684
C 1.2297 -0.0724 0.4107
O 0.6907 0.3991 1.5296
H 2.0460 -0.7981 0.5166
H 0.3975 1.2933 1.3286
O -1.7529 -0.6218 -0.6988
H -2.5019 -0.7048 -1.2739
H -1.2098 0.0422 -1.1444
```

Atomic partial charges in e from the natural (NBO) method, atoms 1 to 5: -0.61 0.65 -0.67 0.13 0.50

Entry 4:
The following is a DFT calculation (ωB97M-V/def2-TZVPD) of a structure of composition FN2O3S.

For the lowest unoccupied orbital energy (spin up / spin down), the calculation gives 3.71 / 3.72 eV. The HOMO-LUMO gap (spin up / spin down) comes out at 0.287 / 0.288 Eh. Its HOMO energy (spin up / spin down) is -4.107 / -4.109 eV. As for the strongest force on any atom: 2.6 eV Å⁻¹. The net charge is -1.

XYZ file:
```
7
FN2O3S ωB97M-V/def2-TZVPD
N -1.8558 -0.4472 0.0824
N 1.6786 -0.0266 -0.1693
O -2.1126 -0.9456 -0.9347
O 1.7420 -1.1639 0.2593
O 2.6288 0.5868 -0.6375
F -2.7626 0.8683 0.2672
S 0.2068 0.8091 -0.1436
```

Atomic partial charges in e from the natural (NBO) method, atoms 1 to 5: 0.44 0.36 -0.27 -0.46 -0.46

Entry 5:
The following is a DFT calculation (ωB97M-V/def2-TZVPD) of the molecule C5H6BrFN2.

For the lowest unoccupied orbital energy (spin up / spin down), the calculation gives -0.32 / -2.53 eV. The HOMO-LUMO gap (spin up / spin down) comes out at 0.178 / 0.256 Eh. Its expectation value of S² is 2.015. The spin multiplicity is 3. Its HOMO energy (spin up / spin down) is -5.160 / -9.491 eV. As for the strongest force on any atom: 6.0 eV Å⁻¹. The net charge is 0.

XYZ file:
```
15
C5H6BrFN2 ωB97M-V/def2-TZVPD
C -1.3376 -0.9837 0.5584
C -0.6111 -0.6840 1.7215
C -0.9902 -0.4505 -0.6208
C 0.5936 -0.1402 1.6091
C 0.1556 0.3965 -0.7263
N 1.0107 0.2584 0.3097
N 0.7682 0.5915 -1.9608
F -0.4341 1.8536 -0.3239
Br 2.8639 0.5230 0.0337
H -2.2532 -1.6217 0.5025
H -0.9368 -0.7468 2.7779
H -1.5849 -0.7178 -1.5852
H 1.2563 -0.2849 2.4623
H 0.1634 0.6801 -2.8413
H 1.3362 1.3265 -1.9168
```

Atomic partial charges in e from the natural (NBO) method, atoms 1 to 5: -0.30 -0.14 -0.17 -0.05 0.50

Entry 6:
The following is a DFT calculation (ωB97M-V/def2-TZVPD) of a structure of composition C43H46AsCdN5O2P.

For the lowest unoccupied orbital energy, the calculation gives -1.92 eV. The HOMO-LUMO gap comes out at 0.298 Eh. Its HOMO energy is -10.039 eV. As for the strongest force on any atom: 1.8 eV Å⁻¹. The net charge is +1.

XYZ file:
```
99
C43H46AsCdN5O2P ωB97M-V/def2-TZVPD
Cd 1.2317 1.1353 1.2353
C -0.0261 4.2206 2.4299
C 0.1170 4.2813 0.9068
N 1.2640 3.4768 0.3795
C 2.6157 4.0687 0.4843
C 3.2573 3.8128 1.7996
C 4.0950 4.7240 2.4296
C 4.5936 4.3994 3.6877
C 4.2733 3.1618 4.2847
C 3.4516 2.2801 3.5489
C 3.0404 0.9291 4.0846
N 1.6733 0.5508 3.6502
C 0.5630 1.0796 4.4519
C 0.2863 2.5715 4.2634
N -0.1634 2.8381 2.8903
N 2.9774 2.6158 2.3579
H -1.0223 4.7467 2.5826
H 0.8187 4.7213 2.9409
H 0.1660 5.3325 0.6268
H -0.8044 3.8564 0.4543
H 1.0960 3.3206 -0.6274
H 2.5809 5.1485 0.3159
H 3.2447 3.6633 -0.3266
H 4.3667 5.6672 1.9850
H 5.2899 5.1094 4.1352
H 4.6013 2.9200 5.3013
H 3.0924 1.0041 5.1983
H 3.7964 0.1656 3.7648
H 1.5742 -0.4651 3.6461
H 0.7646 1.0038 5.5315
H -0.3485 0.4764 4.2318
H 1.1937 3.2114 4.4561
H -0.5884 2.7690 4.9950
H -1.1543 2.5832 2.8215
O 3.9284 -0.2594 -1.7287
C 3.2165 -0.1312 -0.7375
O 2.6657 0.9732 -0.3265
C 2.9881 -1.3860 0.0817
C 3.7924 -2.4889 -0.2396
C 3.5672 -3.6943 0.3944
C 2.4836 -3.8187 1.2615
C 1.7758 -2.6602 1.5508
N 2.0213 -1.4534 0.9966
H 4.5353 -2.4030 -1.0255
H 4.2008 -4.5510 0.1987
H 2.1975 -4.7380 1.7379
H 0.9398 -2.6840 2.2473
C -0.9331 -1.0110 -1.6631
C -0.3341 -0.2788 -2.8653
As -0.2820 -1.1887 -4.6276
C -2.2433 -1.5086 -4.6439
C -2.7333 -2.6145 -5.3600
C -4.0728 -2.9376 -5.3425
C -4.9623 -2.1630 -4.6173
C -4.5036 -1.0550 -3.9338
C -3.1736 -0.6852 -3.9969
C 0.5302 -2.8295 -3.9776
C -0.2219 -3.9842 -3.6610
C 0.4021 -5.1371 -3.1703
C 1.7720 -5.1322 -3.1170
C 2.5569 -4.0593 -3.5168
C 1.9194 -2.8867 -3.9027
P -1.0702 0.0616 -0.1069
C -2.4106 1.1085 -0.6864
C -3.7912 0.8201 -0.5833
C -4.7299 1.7059 -1.1041
C -4.3326 2.8867 -1.7242
C -2.9809 3.1466 -1.9239
C -2.0432 2.2779 -1.3777
C -1.9768 -1.0930 0.9626
C -2.7607 -0.6567 2.0403
C -3.1637 -1.5370 3.0420
C -2.9147 -2.8966 2.9374
C -2.2422 -3.3795 1.8265
C -1.7631 -2.4984 0.8617
H -0.2823 -1.8505 -1.4243
H -1.9197 -1.4733 -1.9388
H 0.7214 -0.0642 -2.6682
H -0.8002 0.6906 -3.1184
H -2.0624 -3.2357 -5.9474
H -4.3860 -3.8175 -5.8469
H -6.0248 -2.3834 -4.6241
H -5.1903 -0.4414 -3.3501
H -2.8279 0.2392 -3.4901
H -1.3009 -3.9007 -3.6603
H -0.1703 -5.9834 -2.8497
H 2.2728 -6.0226 -2.7226
H 3.6321 -4.1247 -3.4720
H 2.5326 -1.9895 -4.0657
H -4.0973 -0.1257 -0.1286
H -5.7921 1.5044 -1.0285
H -5.1022 3.5412 -2.1265
H -2.6483 4.0110 -2.5108
H -0.9895 2.5038 -1.5962
H -3.0511 0.3959 2.1188
H -3.8094 -1.1419 3.8311
H -3.2141 -3.5447 3.7381
H -2.0552 -4.4411 1.7352
H -1.2057 -2.9060 0.0494
```

Atomic partial charges in e from the Mulliken method, atoms 1 to 5: 4.98 -0.91 -0.29 -0.36 -1.58

Entry 7:
The following is a DFT calculation (ωB97M-V/def2-TZVPD) of the molecule C15H31BCl2N2O3.

As for the SMILES: CCCCCCCCCCCOC(=O)N(B(N)O)[C@@H](Cl)[C@H](C)Cl. For the lowest unoccupied orbital energy, the calculation gives 0.30 eV. The HOMO-LUMO gap comes out at 0.381 Eh. Its HOMO energy is -10.071 eV. As for the strongest force on any atom: 4.7 eV Å⁻¹. The net charge is 0.

XYZ file:
```
54
C15H31BCl2N2O3 ωB97M-V/def2-TZVPD
C -1.6274 3.9700 -2.1173
C -0.7656 5.3172 -2.0268
C -0.2463 5.7057 -0.5558
C -0.2420 4.5080 0.5061
C -1.6372 4.4447 1.3293
C -1.8310 3.0455 2.0854
C -0.5476 2.5758 2.9403
C 0.1701 1.2680 2.3616
C -0.7327 -0.0765 2.4948
C -0.3641 -1.0255 1.2480
C -0.3718 -2.5913 1.6359
O -0.5615 -3.3160 0.3638
C 0.2537 -4.4841 0.4051
O -0.0962 -5.4271 1.1555
N 1.4623 -4.6878 -0.4185
B 2.6310 -3.8899 0.1558
N 2.6538 -2.4071 0.2906
O 3.7792 -4.6290 0.6366
C 1.2458 -4.2634 -1.8370
Cl 2.8554 -4.1227 -2.7597
C 0.3307 -5.2715 -2.6855
C 0.5491 -5.1168 -4.2915
Cl -1.4803 -5.0089 -2.4151
H -1.7068 3.7125 -3.2415
H -2.7194 4.1355 -1.7855
H -1.1475 3.0591 -1.6296
H -1.4703 6.1705 -2.3583
H 0.0763 5.3088 -2.8033
H 0.8483 6.0496 -0.6673
H -0.8676 6.5714 -0.1544
H 0.0721 3.4950 0.0903
H 0.5552 4.7810 1.2964
H -2.4719 4.5551 0.5439
H -1.6854 5.3301 2.0640
H -2.7122 3.1369 2.8253
H -2.1474 2.2434 1.3270
H -0.9182 2.3258 4.0014
H 0.2116 3.4387 3.0079
H 1.1172 1.0866 2.9742
H 0.4651 1.3655 1.2556
H -1.8505 0.1989 2.4254
H -0.5598 -0.6092 3.4947
H 0.6634 -0.7749 0.8180
H -1.1837 -0.8510 0.4569
H -1.2593 -2.8809 2.2965
H 0.5968 -2.9263 2.1315
H 3.6459 -2.1198 0.2591
H 2.1714 -2.0145 -0.5376
H 3.7865 -4.5157 1.6111
H 0.7394 -3.2277 -1.8008
H 0.6163 -6.3392 -2.3891
H -0.4267 -5.4340 -4.8153
H 0.7092 -4.0205 -4.5812
H 1.4247 -5.7682 -4.6171
```

Atomic partial charges in e from the natural (NBO) method, atoms 1 to 5: -0.63 -0.41 -0.41 -0.42 -0.40

Entry 8:
The following is a DFT calculation (ωB97M-V/def2-TZVPD) of a structure of composition C5H5NO.

For the lowest unoccupied orbital energy, the calculation gives 0.87 eV. The HOMO-LUMO gap comes out at 0.405 Eh. Its HOMO energy is -10.158 eV. As for the strongest force on any atom: 1.1 eV Å⁻¹. The net charge is 0.

XYZ file:
```
12
C5H5NO ωB97M-V/def2-TZVPD
N -3.0264 -0.4739 0.2566
C -2.0196 -0.1548 -0.2140
C -0.7271 0.2319 -0.8063
O -0.1871 1.4350 -0.2319
C 1.0243 0.7434 0.0847
C 0.7668 -0.3443 1.0650
C 0.4991 -0.5769 -0.4005
H -0.8388 0.3391 -1.8905
H 1.9618 1.2633 -0.0803
H 1.6466 -0.8569 1.4446
H -0.0586 -0.2495 1.7680
H 0.9590 -1.3563 -0.9954
```

Atomic partial charges in e from the natural (NBO) method, atoms 1 to 5: -0.29 0.25 0.00 -0.48 0.09

Entry 9:
The following is a DFT calculation (ωB97M-V/def2-TZVPD) of a cluster of 6 separate species, CH12O6 in total.

As for the SMILES: C=O.O.O.O.O.O. For the lowest unoccupied orbital energy, the calculation gives 0.08 eV. The HOMO-LUMO gap comes out at 0.394 Eh. Its HOMO energy is -10.632 eV. As for the strongest force on any atom: 6.7 eV Å⁻¹. The net charge is 0.

XYZ file:
```
19
CH12O6 ωB97M-V/def2-TZVPD
C -0.1414 4.2406 -1.2483
O 0.8393 3.5988 -0.7681
H -1.1146 3.9507 -1.0235
H 0.1241 4.8776 -2.1286
O 0.9290 0.5419 1.9458
H 1.1586 -0.2190 1.4968
H 1.6980 0.7108 2.4351
O -1.5569 -1.9638 0.9364
H -1.6861 -2.0768 -0.0152
H -1.5633 -1.0172 1.1604
O 0.4089 -3.9472 0.0946
H -0.5172 -3.7233 0.4686
H 0.9672 -3.8470 0.8771
O -1.0132 0.8822 -0.4466
H -1.1267 1.7110 -0.9111
H -0.0872 0.8221 -0.1325
O 1.0333 -1.2880 -0.5915
H 0.8829 -2.2254 -0.6651
H 0.7653 -1.0279 -1.4842
```

Atomic partial charges in e from the natural (NBO) method, atoms 1 to 5: 0.23 -0.49 0.13 0.13 -0.94

Entry 10:
The following is a DFT calculation (ωB97M-V/def2-TZVPD) of a cluster of 2 separate species, C3H9NO2 in total.

For the lowest unoccupied orbital energy (spin up / spin down), the calculation gives -3.67 / -9.06 eV. The HOMO-LUMO gap (spin up / spin down) comes out at 0.368 / 0.170 Eh. Its expectation value of S² is 0.754. The spin multiplicity is 2. Its HOMO energy (spin up / spin down) is -13.696 / -13.693 eV. As for the strongest force on any atom: 8.1 eV Å⁻¹. The net charge is +1.

XYZ file:
```
15
C3H9NO2 ωB97M-V/def2-TZVPD
C 1.4648 -2.1151 1.4775
C 1.2051 -0.7744 1.1681
O 2.1705 -0.2836 0.3970
O 0.3352 0.0073 1.5502
H 2.1508 -1.9575 2.2673
H 1.9696 -2.6132 0.6043
H 0.4726 -2.7403 1.7367
C -1.6109 1.0939 -1.7161
N -1.8451 2.1103 -0.7119
H 2.1674 0.5291 -0.0707
H -2.7172 2.0722 -0.4294
H -1.0177 2.2032 -0.0532
H -2.4804 0.5095 -1.9646
H -0.7695 0.3921 -1.4854
H -1.4951 1.5664 -2.7700
```

Atomic partial charges in e from the natural (NBO) method, atoms 1 to 5: -0.73 0.79 -0.71 -0.65 0.27

Entry 11:
The following is a DFT calculation (ωB97M-V/def2-TZVPD) of a structure of composition C30H16Cl2N8O2PbS.

For the lowest unoccupied orbital energy, the calculation gives -8.25 eV. The HOMO-LUMO gap comes out at 0.210 Eh. Its HOMO energy is -13.973 eV. As for the strongest force on any atom: 0.5 eV Å⁻¹. The net charge is +2.

XYZ file:
```
60
C30H16Cl2N8O2PbS ωB97M-V/def2-TZVPD
Pb -0.5117 -0.7980 -0.2072
Cl -3.3650 4.1441 4.2251
C -2.6214 2.7470 3.6366
C -2.8580 2.3442 2.3743
C -2.2279 1.1660 1.8471
N -2.3764 0.6779 0.6585
C -3.3855 1.1365 -0.2475
O -4.0800 2.0983 -0.0712
C -3.5891 0.2555 -1.4517
C -4.6725 0.5191 -2.2730
C -4.9341 -0.3470 -3.3239
C -4.1047 -1.4390 -3.5140
C -3.0223 -1.6064 -2.6628
N -2.7630 -0.7788 -1.6535
C -1.3403 0.3508 2.7943
C -1.0952 0.8759 4.1108
C -1.6934 2.0067 4.5227
Cl -1.3854 2.6122 6.0702
N -0.9060 -0.7762 2.3345
C -0.3052 -1.7692 3.1676
O -0.3538 -1.7517 4.3677
C 0.3251 -2.9314 2.4464
C 0.8374 -3.9640 3.2140
C 1.3720 -5.0691 2.5681
C 1.3735 -5.1002 1.1849
C 0.8485 -4.0168 0.4957
N 0.3355 -2.9530 1.1077
H -3.5091 2.9204 1.7411
H -5.2965 1.3774 -2.0685
H -5.7774 -0.1749 -3.9791
H -4.2854 -2.1529 -4.3056
H -2.3327 -2.4325 -2.8022
H -0.4443 0.3408 4.7804
H 0.7994 -3.8929 4.2915
H 1.7762 -5.8939 3.1391
H 1.7728 -5.9449 0.6410
H 0.8433 -4.0004 -0.5889
S 6.0339 3.2033 -2.8909
N 4.7773 2.6323 -3.7151
C 3.9390 2.1250 -2.8248
C 2.6784 1.4748 -3.1176
C 2.2061 1.3234 -4.4240
C 1.0140 0.6754 -4.6336
C 0.3278 0.1883 -3.5251
N 0.7572 0.3293 -2.2796
C 1.9179 0.9753 -2.0547
C 2.3704 1.1415 -0.6573
N 1.5846 0.6907 0.3499
C 2.0028 0.8498 1.6007
C 3.2041 1.4549 1.9480
C 4.0096 1.9214 0.9389
C 3.5932 1.7690 -0.3850
C 4.3895 2.2559 -1.4936
N 5.5636 2.8597 -1.3925
H 2.7958 1.7213 -5.2397
H 0.6087 0.5370 -5.6258
H -0.6115 -0.3396 -3.6538
H 1.3514 0.4755 2.3817
H 3.4804 1.5512 2.9884
H 4.9582 2.4047 1.1352
```

Atomic partial charges in e from the natural (NBO) method, atoms 1 to 5: 1.51 0.18 0.02 -0.33 0.41